Record 1
DFT (wB97M-V/def2-TZVPD) results for a 9-piece molecular cluster, C81H171N9O9 overall.

```
270
C81H171N9O9 | the OMol25 dataset | wB97M-V/def2-TZVPD
C 10.25085 -1.85540 0.06321
C 9.34954 -1.89634 1.30578
C 10.12433 -1.34886 2.49792
C 8.11017 -1.03352 1.05465
C 7.11526 -1.65723 0.11623
C 6.62701 -2.97238 0.74786
C 7.78030 -3.92950 1.07515
C 7.23251 -4.92867 2.09358
C 8.10717 -4.76365 -0.19841
N 8.94417 -3.27509 1.66322
O 10.05332 -4.13509 1.69839
H 11.25514 -2.25363 0.23369
H 9.81349 -2.26412 -0.84785
H 10.47486 -0.80548 -0.15913
H 10.90507 -0.64408 2.21784
H 9.42122 -0.94111 3.22629
H 10.60735 -2.18333 3.00240
H 7.63148 -0.83928 2.02132
H 8.49779 -0.05936 0.74313
H 6.25105 -1.01724 -0.06957
H 7.53936 -1.88840 -0.86765
H 5.92205 -3.44409 0.07011
H 6.17279 -2.64718 1.68884
H 6.29049 -5.41454 1.83309
H 7.09012 -4.47837 3.08439
H 7.95491 -5.71545 2.34744
H 8.63745 -4.12772 -0.91444
H 7.18115 -5.05880 -0.68891
H 8.69699 -5.64156 0.05095
H 10.42378 -4.17984 0.80277
C 12.12046 4.28308 7.16970
C 12.76740 3.14362 6.32454
C 11.75226 2.63325 5.32891
C 13.86531 3.84442 5.50394
C 15.17537 4.04525 6.25336
C 15.66294 2.70237 6.80118
C 14.67295 2.03603 7.78741
C 15.14859 0.59019 7.86614
C 14.75818 2.75820 9.13252
N 13.36629 2.11294 7.14085
O 12.42099 1.16127 7.62077
H 11.85122 3.89610 8.15420
H 12.80384 5.09788 7.41676
H 11.18708 4.68965 6.77897
H 10.95150 2.02319 5.75164
H 11.39523 3.46810 4.72887
H 12.17527 1.93593 4.58918
H 14.17500 3.21208 4.65837
H 13.50509 4.78526 5.08775
H 15.91022 4.52933 5.61083
H 15.05017 4.69587 7.13127
H 16.59590 2.91663 7.32626
H 15.84278 2.06378 5.93216
H 15.44098 0.13683 6.92386
H 14.34481 -0.01213 8.31233
H 15.92402 0.42552 8.61871
H 15.77951 3.12253 9.24948
H 14.40383 2.16924 9.97371
H 14.13888 3.65645 9.09878
H 12.69074 0.33021 7.21353
C 12.95819 -4.33718 16.69327
C 13.54033 -4.90978 15.40269
C 15.03873 -4.64079 15.39534
C 13.30810 -6.40125 15.24227
C 11.84880 -6.73703 15.02158
C 11.40762 -6.04907 13.74998
C 11.60198 -4.52925 13.70868
C 11.58745 -4.05880 12.24772
C 10.49237 -3.88688 14.53694
N 12.96936 -4.23805 14.21236
O 13.11881 -2.82728 14.31645
H 11.87805 -4.40580 16.79033
H 13.31667 -4.95099 17.52978
H 13.30891 -3.32002 16.84352
H 15.32460 -3.66993 14.99673
H 15.45982 -4.68055 16.40746
H 15.63534 -5.40111 14.88312
H 13.97893 -6.86709 14.51376
H 13.64919 -6.90965 16.15615
H 11.55541 -7.78610 15.07448
H 11.31627 -6.39706 15.92493
H 10.38332 -6.28367 13.44422
H 12.00904 -6.48834 12.93988
H 11.08292 -3.09631 12.16627
H 10.85336 -4.72084 11.76589
H 12.55308 -4.19642 11.77511
H 10.22039 -4.45110 15.42606
H 9.61876 -3.74915 13.88781
H 10.72667 -2.87531 14.87626
H 13.77438 -2.63481 13.63903
C 1.09536 -7.54972 8.43131
C 2.56820 -7.48893 7.98102
C 3.34808 -6.78132 9.11082
C 3.10614 -8.90731 7.88874
C 2.64901 -9.59653 6.61724
C 3.06809 -8.78841 5.40188
C 2.56246 -7.33753 5.39912
C 3.41829 -6.54983 4.41856
C 1.08902 -7.32469 4.95755
N 2.74303 -6.76242 6.74448
O 2.20636 -5.46229 6.81906
H 1.06014 -7.65139 9.52495
H 0.57677 -6.59542 8.31992
H 0.53905 -8.39916 8.03956
H 2.88606 -5.79277 9.17930
H 3.19521 -7.28165 10.06676
H 4.41640 -6.72293 8.90449
H 4.20516 -8.90108 7.87288
H 2.89202 -9.53689 8.75531
H 3.13781 -10.58038 6.56423
H 1.60581 -9.92840 6.57762
H 2.61806 -9.24150 4.51054
H 4.14272 -8.93510 5.25911
H 3.19234 -5.47708 4.41141
H 3.18222 -6.84050 3.39114
H 4.48055 -6.64403 4.61797
H 0.99740 -7.16683 3.88039
H 0.49058 -6.64093 5.55250
H 0.62185 -8.31425 5.04381
H 2.96198 -4.88743 6.65213
C 13.40220 -3.07086 3.00215
C 14.53516 -2.15672 3.52230
C 14.40104 -2.01049 5.03581
C 15.84914 -2.85095 3.24291
C 16.31883 -2.69723 1.80157
C 16.33217 -1.23395 1.40466
C 15.05051 -0.44921 1.63453
C 15.36946 1.04967 1.65397
C 14.08723 -0.73327 0.48118
N 14.53521 -0.80407 2.96009
O 13.23824 -0.20326 3.07714
H 12.46446 -2.95241 3.54002
H 13.23979 -2.95279 1.93381
H 13.68776 -4.12254 3.09592
H 13.56616 -1.35033 5.28386
H 14.27636 -3.00121 5.47320
H 15.28328 -1.48242 5.40042
H 16.65946 -2.56771 3.92305
H 15.68616 -3.90748 3.46230
H 17.33925 -3.08229 1.73673
H 15.71037 -3.31484 1.13220
H 16.64050 -1.05800 0.37038
H 17.16436 -0.79935 1.97494
H 16.37335 1.16892 2.07387
H 14.67080 1.63373 2.24412
H 15.44098 1.44706 0.63916
H 13.75157 -1.77017 0.55787
H 14.56364 -0.71699 -0.50472
H 13.21924 -0.08244 0.39041
H 13.24380 0.12063 3.98318
C 14.15504 -7.69568 4.97387
C 13.55808 -6.93180 6.15844
C 12.57606 -5.85722 5.70882
C 12.87772 -7.95409 7.06460
C 12.48344 -7.40152 8.43774
C 13.74515 -6.88671 9.14588
C 14.61695 -5.95368 8.30212
C 14.05233 -4.53435 8.45118
C 16.04662 -5.93384 8.82395
N 14.69872 -6.39263 6.90891
O 15.49180 -5.51150 6.13526
H 14.65688 -8.60036 5.31295
H 13.37500 -8.04468 4.28656
H 14.78573 -7.03830 4.37773
H 11.62560 -6.22546 5.32412
H 12.30426 -5.24020 6.56839
H 13.04873 -5.11997 5.05539
H 11.94042 -8.16770 6.53094
H 13.36674 -8.92189 7.17025
H 11.68894 -6.66120 8.35310
H 12.15114 -8.29244 8.97491
H 14.34215 -7.77168 9.38810
H 13.42065 -6.37160 10.05006
H 12.98787 -4.50434 8.24067
H 14.64398 -3.80573 7.88942
H 14.19216 -4.15072 9.47033
H 16.09695 -5.85993 9.91198
H 16.60025 -5.09323 8.39784
H 16.63660 -6.80622 8.52585
H 16.33074 -5.98015 6.08154
C 11.55536 0.65062 12.68951
C 11.07985 0.40037 11.22811
C 12.17024 -0.34830 10.47963
C 9.83765 -0.51309 11.22783
C 8.50264 0.22765 11.43079
C 8.65410 1.67813 11.85247
C 9.60813 2.50283 10.95759
C 8.83995 2.95105 9.72276
C 10.06978 3.66665 11.84480
N 10.71675 1.63707 10.55794
O 11.81803 2.39227 10.10026
H 12.42718 1.30488 12.59051
H 10.80705 1.18371 13.26314
H 11.80889 -0.29752 13.16386
H 13.04789 0.29901 10.41936
H 12.44069 -1.24057 11.04173
H 11.83806 -0.54431 9.46160
H 9.85546 -1.14450 10.34671
H 9.92556 -1.22124 12.06185
H 8.02697 0.17489 10.44011
H 7.79340 -0.30406 12.06694
H 8.94251 1.68019 12.90269
H 7.65409 2.11935 11.80140
H 8.28823 3.85607 10.00957
H 8.03643 2.29533 9.38248
H 9.50553 3.17127 8.88903
H 10.35851 3.34836 12.84138
H 9.26619 4.40462 11.93567
H 10.87844 4.22790 11.37062
H 11.75875 2.33874 9.13569
C 8.74214 -1.13832 7.11765
C 9.51929 -2.46023 7.03996
C 10.83868 -2.22377 6.32724
C 9.80686 -2.92837 8.47353
C 9.95781 -4.43136 8.62303
C 8.76342 -5.19153 8.06238
C 7.95709 -4.51111 6.93014
C 7.49358 -5.48725 5.89234
C 6.69267 -3.84504 7.54919
N 8.78508 -3.47807 6.32995
O 8.40863 -3.10144 5.02781
H 7.76389 -1.28181 7.56996
H 9.29470 -0.30831 7.57198
H 8.60144 -0.75909 6.09702
H 10.74911 -1.77230 5.33564
H 11.44363 -1.49860 6.88749
H 11.42346 -3.14217 6.22777
H 10.75914 -2.45687 8.72939
H 9.09461 -2.51571 9.18951
H 10.92094 -4.71426 8.17494
H 10.13181 -4.74059 9.65638
H 8.10099 -5.31782 8.92242
H 8.98985 -6.19445 7.68884
H 8.26507 -6.01509 5.32400
H 6.85955 -5.02665 5.13677
H 6.84039 -6.22179 6.37688
H 6.30489 -3.13197 6.81295
H 6.91663 -3.33913 8.48580
H 5.87877 -4.56585 7.68502
H 8.98700 -3.61973 4.45394
C 6.98582 -9.42478 15.32599
C 7.70207 -9.13591 13.98682
C 9.21863 -9.05607 14.27146
C 7.48330 -10.28196 13.01255
C 6.13022 -10.12974 12.29502
C 6.16749 -8.84638 11.50859
C 6.32106 -7.55622 12.33730
C 6.86740 -6.40175 11.47556
C 4.95324 -7.13425 12.91998
N 7.26475 -7.87384 13.39840
O 7.60556 -6.76345 14.20440
H 7.48841 -8.86154 16.11383
H 5.91808 -9.21895 15.32701
H 7.12954 -10.48006 15.57699
H 9.37137 -8.30119 15.03836
H 9.53082 -10.05513 14.57907
H 9.75819 -8.77651 13.36584
H 8.22085 -10.13738 12.20965
H 7.60221 -11.29552 13.38760
H 5.95937 -10.99540 11.65729
H 5.38472 -10.07788 13.09435
H 5.17581 -8.74339 11.03739
H 6.83301 -8.82472 10.64105
H 7.89625 -6.59537 11.15236
H 6.89403 -5.62764 12.24846
H 6.31585 -6.10964 10.58547
H 5.21685 -6.36766 13.65234
H 4.46814 -7.93195 13.48421
H 4.31555 -6.78360 12.11097
H 8.39018 -6.38077 13.79512
```

Summary:
**HOMO level**: -7.70 eV
**Calculated total energy**: -4358.3695 a.u.
**HOMO-LUMO gap**: 8.2 eV
**LUMO**: 0.46 eV
**SMILES**: CC1(C)CCCC(C)(C)N1O.CC1(C)CCCC(C)(C)N1O.CC1(C)CCCC(C)(C)N1O.CC1(C)CCCC(C)(C)N1O.CC1(C)CCCC(C)(C)N1O.CC1(C)CCCC(C)(C)N1O.CC1(C)CCCC(C)(C)N1O.CC1(C)CCCC(C)(C)N1O.CC1(C)CCCC(C)(C)N1O



Record 2
DFT (wB97M-V/def2-TZVPD) results for the molecule C4H3NO2.

```
10
C4H3NO2 | the OMol25 dataset | wB97M-V/def2-TZVPD
O -2.49266 -1.61525 0.32125
C -1.42961 -1.39352 -0.19852
C -0.50966 -0.31401 0.38334
O -0.76795 0.18915 1.45191
N 0.73387 -0.10974 -0.25321
C 1.16937 1.21520 -0.78639
C 1.41088 1.05843 0.45065
H -1.07974 -1.95439 -1.08382
H 1.27630 1.66770 -1.75523
H 1.68918 1.25643 1.47001
```

Summary:
**HOMO level**: -9.29 eV
**Calculated total energy**: -359.3017 a.u.
**HOMO-LUMO gap**: 8.9 eV
**LUMO**: -0.38 eV
**SMILES**: O=CC(=O)N1C=C1



Record 3
DFT (wB97M-V/def2-TZVPD) results for C11H4N6PtS4 as an isolated structure.

```
26
C11H4N6PtS4 | the OMol25 dataset | wB97M-V/def2-TZVPD
Pt 0.95241 -0.88304 -0.29038
S 0.71368 -1.55635 1.90968
C -0.97490 -1.60056 1.56085
S -1.19773 -1.76492 -0.13615
C -1.99982 -1.47047 2.49009
C -1.74759 -1.41294 3.89334
N -1.57274 -1.38038 5.03401
C -3.35569 -1.32827 2.06897
N -4.45813 -1.18687 1.75360
S 0.93846 0.06081 -2.47465
C 2.32550 -0.67563 -1.86659
S 3.07695 0.12814 -0.48384
C 3.01471 -1.86333 -2.46687
C 4.08014 -1.60480 -3.33882
N 4.96315 -1.36224 -4.06038
C 2.69170 -3.19061 -2.16621
N 2.44792 -4.30768 -1.94930
N -2.02806 3.10767 0.03590
C -0.82821 3.79022 -0.01150
C 0.13464 2.82877 0.06553
N -0.44191 1.58588 0.15918
C -1.73018 1.78245 0.13762
H -2.94864 3.50232 -0.00549
H -0.78018 4.86200 -0.10012
H 1.20868 2.93014 0.05001
H -2.48416 1.00970 0.19156
```

Summary:
**HOMO level**: -1.07 eV
**Calculated total energy**: -2462.2761 a.u.
**HOMO-LUMO gap**: 5.5 eV
**LUMO**: 4.42 eV
**Charge**: -2



Record 4
DFT (wB97M-V/def2-TZVPD) results for the molecule C4H11NS.

```
17
C4H11NS | the OMol25 dataset | wB97M-V/def2-TZVPD
C 1.79800 -1.53044 -0.91097
S 1.39913 -0.80447 0.83946
C 0.77087 0.78302 0.48117
C -0.77310 0.72726 0.58069
C -1.52430 0.50357 -0.74055
N -2.93071 1.06852 -0.83539
H 1.81775 -2.60746 -0.41433
H 2.71070 -1.20687 -1.32651
H 0.95186 -1.41150 -1.49538
H 1.00370 1.10886 -0.51611
H 1.29307 1.56008 1.16615
H -1.06004 1.63416 1.03600
H -1.09448 -0.12626 1.12923
H -0.95607 0.90232 -1.59572
H -1.85706 -0.58451 -0.92896
H -2.81047 2.05167 -1.07876
H -3.49888 1.17091 -0.02124
```

Summary:
**HOMO level**: -8.42 eV
**Calculated total energy**: -611.8797 a.u.
**HOMO-LUMO gap**: 9.4 eV
**LUMO**: 1.03 eV
**SMILES**: CSCCCN



Record 5
DFT (wB97M-V/def2-TZVPD) results for C38H42Cl2FN5O6PS2Y as an isolated structure.

```
98
C38H42Cl2FN5O6PS2Y | the OMol25 dataset | wB97M-V/def2-TZVPD
Y -0.18018 1.60511 -0.39945
Cl 0.57839 2.31826 7.23590
C 0.45883 1.84128 5.56781
C 0.12487 0.51808 5.25572
C 0.01911 0.12640 3.94811
Cl -0.41651 -1.52300 3.61344
C 0.21774 1.01520 2.84204
O 0.08512 0.61861 1.63459
C 0.55927 2.34972 3.21788
C 0.79407 3.36922 2.23162
O 0.69045 3.25366 1.01580
C 0.67665 2.73638 4.56479
H -0.04920 -0.19396 6.05129
H 1.10106 4.34900 2.62739
H 0.94456 3.76213 4.79493
C 3.91420 6.07168 0.07139
C 4.31316 5.13670 1.02049
C 4.02460 3.79301 0.83041
C 3.35230 3.36275 -0.31590
C 2.94155 4.30824 -1.25039
C 3.22199 5.65580 -1.05529
P 2.93801 1.57840 -0.47134
C 4.59834 0.80332 -0.66744
C 4.60048 -0.59394 -0.71262
C 5.76811 -1.29770 -0.96218
C 6.96168 -0.61304 -1.15521
C 6.97410 0.77231 -1.09721
C 5.79945 1.47999 -0.85551
C 2.35658 1.44469 -2.21420
C 3.22876 1.45885 -3.30717
C 2.72112 1.32884 -4.58908
C 1.34669 1.19735 -4.77169
C 0.49847 1.19824 -3.67662
C 0.96310 1.30789 -2.35280
H 4.13950 7.12192 0.21648
H 4.84673 5.45864 1.90705
H 4.31976 3.06540 1.58145
H 2.39000 3.99307 -2.12748
H 2.89538 6.38243 -1.78954
H 3.66702 -1.12745 -0.56568
H 5.75056 -2.38005 -1.00632
H 7.87729 -1.15800 -1.35189
H 7.90138 1.31287 -1.24705
H 5.82508 2.56222 -0.83530
H 4.29794 1.56767 -3.16189
H 3.39021 1.32625 -5.44179
H 0.94019 1.09647 -5.77440
H -0.56915 1.10642 -3.86932
C -4.11758 -3.43216 0.73099
C -4.35742 -2.27523 -0.23681
S -6.07472 -1.81842 -0.16751
O -6.85939 -2.88888 -0.73004
O -6.36664 -1.34061 1.16110
C -6.19394 -0.43102 -1.30950
C -6.06325 0.94920 -0.66817
N -4.78079 1.14698 0.02364
C -3.57460 1.17326 -0.59306
N -2.58759 1.16846 0.29042
C -3.16107 1.17260 1.52330
C -4.50833 1.15257 1.38261
N -5.47021 1.24001 2.44425
O -6.60576 1.59924 2.17659
O -5.06947 0.95267 3.55526
C -3.38034 1.28424 -2.06686
H -3.06015 -3.69435 0.73150
H -4.70036 -4.30624 0.44154
H -4.40264 -3.14631 1.74385
H -4.15259 -2.54661 -1.27435
H -3.77079 -1.39242 0.03118
H -7.17903 -0.56172 -1.75825
H -5.43094 -0.60016 -2.07315
H -6.85978 1.11427 0.04185
H -6.13517 1.70619 -1.44656
H -2.59263 1.19003 2.43998
H -4.28818 1.08390 -2.62971
H -2.60529 0.59214 -2.39949
H -3.03658 2.29874 -2.28803
F -1.21878 3.18348 -1.07990
C 0.21164 -6.28286 -1.87358
C -0.55722 -5.33217 -0.96928
N -0.37483 -3.94142 -1.39244
C -0.37150 -2.84037 -0.60718
S -1.03831 -1.39914 -1.18497
N 0.19013 -2.87956 0.60356
C 1.24694 -3.78116 1.06601
C 0.84403 -4.61518 2.27712
H 0.06984 -7.31542 -1.54706
H 1.27888 -6.05238 -1.85559
H -0.13790 -6.20418 -2.90603
H -0.23171 -5.44404 0.05758
H -1.62308 -5.57437 -0.99346
H -0.72827 -3.73217 -2.31266
H 0.11963 -2.00178 1.10025
H 2.10158 -3.15928 1.33528
H 1.55884 -4.40976 0.23466
H 0.58133 -3.96946 3.11643
H 1.67884 -5.24951 2.58528
H -0.01363 -5.25702 2.06560
```

Summary:
**HOMO level**: -8.14 eV
**Calculated total energy**: -4394.8601 a.u.
**HOMO-LUMO gap**: 7.8 eV
**LUMO**: -0.35 eV